1.
Here is a 5-piece molecular cluster, C9H13Cl12FN3O3S overall at a distorted geometry from the Open Molecules 2025 dataset. Energies are from wB97M-V/def2-TZVPD.

CARTESIAN COORDINATES (ANGSTROEM)
C  0.5636  0.4864  3.5350
C  0.8781  1.2107  2.4319
N  1.9616  0.8285  1.5392
C  1.6790  0.3718  0.3484
N  2.6128  -0.0178  -0.5984
C  1.9555  -1.1908  -1.1860
S  2.8007  -2.0193  -2.5222
O  3.6074  -3.0089  -1.9080
O  3.4254  -1.0749  -3.3658
F  1.6108  -2.7195  -3.2200
C  0.5217  -0.6772  -1.3820
N  0.4527  0.1593  -0.1740
O  -0.4562  1.2045  -0.1327
H  0.2573  -0.5512  3.4395
H  0.5796  0.9896  4.4956
H  0.3205  2.0994  2.0895
H  2.9291  0.9135  1.8176
H  3.5013  -0.2089  -0.1397
H  1.8472  -1.8854  -0.3466
H  -0.2401  -1.4359  -1.2240
H  0.3197  -0.1441  -2.3083
H  -1.1903  0.8962  0.4202
C  3.8085  -1.6724  4.6255
Cl  3.8280  0.0841  4.4043
Cl  2.8271  -2.1093  6.0127
Cl  3.2176  -2.4688  3.1580
H  4.8240  -2.0009  4.8040
C  -3.0259  3.7252  2.7059
Cl  -2.9592  4.9368  1.4341
Cl  -1.5255  2.7589  2.7184
Cl  -3.2883  4.4609  4.2780
H  -3.8499  3.0554  2.4981
C  -2.0080  -2.8535  -3.6469
Cl  -1.9759  -1.0916  -3.8102
Cl  -2.9099  -3.3180  -2.2006
Cl  -2.6952  -3.5975  -5.0820
H  -0.9908  -3.2057  -3.5372
C  -4.6312  1.8900  -4.0790
Cl  -4.8060  0.3144  -4.8475
Cl  -6.0821  2.3117  -3.1762
Cl  -3.2101  1.9232  -3.0155
H  -4.4851  2.6311  -4.8533

Calculated values
* highest occupied orbital energy: -12.65 eV
* total charge: +1
* spin multiplicity: 1
* electronic energy: -6760.643089 Ha
* largest force on an atom: 2.7 eV/A

For each atom in turn, the Mulliken charge in e is: -0.40, -0.77, 0.08, 0.20, -0.40, -0.07, 1.21, -0.55, -0.54, -0.14, -0.56, 0.27, -0.36, 0.23, 0.35, 0.55, 0.25, 0.36, 0.32, 0.23, 0.34, 0.38, -0.04, -0.12, -0.09, -0.10, 0.38, -0.02, -0.11, -0.12, -0.10, 0.30, 0.26, -0.07, -0.13, -0.11, 0.09, 0.02, -0.11, -0.12, -0.09, 0.31

***

2.
Here is an isolated ion of composition C9H13ClN4O and charge +2 at a distorted geometry from the Open Molecules 2025 dataset. Energies are from wB97M-V/def2-TZVPD.

CARTESIAN COORDINATES (ANGSTROEM)
C  0.1833  3.5517  0.0312
C  0.0067  2.7314  -1.0264
C  0.4654  3.0438  1.3045
C  0.0925  1.3467  -0.9452
C  0.4669  1.6637  1.4325
C  0.2183  0.8184  0.4212
C  0.7496  -1.4286  -0.0672
C  -2.4653  -0.4145  0.7455
C  -1.1691  -0.9291  1.4375
N  2.0547  -1.0046  -0.3475
N  3.0401  -1.7342  -0.6196
N  0.8486  -3.4557  -1.2301
N  -0.0026  -0.6060  0.6872
O  0.2714  -2.5709  -0.4028
Cl  -1.2095  -2.6821  1.8512
H  0.1828  4.6392  -0.1025
H  -0.0369  3.3249  -1.9249
H  0.8915  3.5205  2.1607
H  -0.2713  0.8580  -1.7834
H  0.8647  1.1123  2.3353
H  -2.6823  0.5887  1.0075
H  -2.2421  -0.4521  -0.3590
H  -3.2489  -1.0902  1.0130
H  -1.1309  -0.4102  2.2992
H  2.1442  -0.0431  -0.0724
H  3.9342  -1.2726  -0.2846
H  1.8939  -3.6712  -0.9622
H  0.2890  -4.2488  -1.4497

Calculated values
* <S²>: 2.05
* highest occupied orbital energy (spin up / spin down): -16.42 / -17.01 eV
* total charge: +2
* spin multiplicity: 3
* electronic energy: -1104.291326 Ha
* largest force on an atom: 4.7 eV/A

For each atom in turn, the Mulliken charge in e is: -0.16, -0.78, -0.68, -0.05, 0.18, -0.50, 0.90, -1.07, 0.20, 0.77, -1.24, -0.36, 0.23, -0.12, -0.11, 0.43, 0.42, 0.43, 0.51, 0.41, 0.37, 0.28, 0.43, 0.39, 0.23, 0.30, 0.34, 0.28

***

3.
Here is C9H13F6NO4PbS as an isolated structure at a distorted geometry from the Open Molecules 2025 dataset. Energies are from wB97M-V/def2-TZVPD.

CARTESIAN COORDINATES (ANGSTROEM)
N  -0.0933  -1.4169  -1.2265
C  0.5860  -1.1376  -0.0074
C  -0.1766  -1.2191  1.3081
C  -1.3441  -0.2145  1.4896
C  -2.6794  -0.7109  0.8532
C  -3.4023  0.3297  0.0169
F  -3.7324  1.3719  0.7662
F  -4.5588  -0.2267  -0.3743
C  -2.7182  0.7849  -1.2864
F  -1.4941  1.2895  -1.1082
F  -3.4377  1.7645  -1.7938
F  -2.7203  -0.1528  -2.1769
O  1.5286  -2.3042  0.1281
S  2.7876  -2.0947  -0.7928
O  2.5765  -2.0691  -2.1867
O  3.8502  -2.8941  -0.3910
O  2.9245  -0.4834  -0.4272
C  1.5965  0.0221  -0.2112
C  1.8118  1.0630  0.9256
C  2.0483  2.4027  0.2857
F  3.1710  2.2227  -0.7436
H  -1.0141  -1.8089  -1.0993
H  -0.0907  -0.6551  -1.8843
H  0.5424  -0.9946  2.0982
H  -0.5334  -2.2356  1.4584
H  -1.1013  0.8074  1.2020
H  -1.5285  -0.1882  2.5621
H  -2.5143  -1.6449  0.3222
H  -3.3690  -0.9665  1.6550
H  1.3790  0.6134  -1.1061
H  2.6787  0.7383  1.4983
H  0.9670  1.1759  1.6089
H  2.3434  3.1109  1.0554
H  1.1635  2.7221  -0.2561
Pb  4.5535  2.9985  -2.1620

Calculated values
* highest occupied orbital energy: -15.51 eV
* total charge: +2
* spin multiplicity: 1
* electronic energy: -1895.934192 Ha
* largest force on an atom: 2.9 eV/A

For each atom in turn, the Mulliken charge in e is: -0.33, 1.23, -1.77, -0.43, -1.21, 0.78, -0.29, -0.31, 0.57, -0.23, -0.28, -0.26, -0.42, 1.04, -0.51, -0.57, -0.52, 0.24, -1.09, -0.48, -0.20, 0.32, 0.21, 0.48, 0.52, 0.48, 0.43, 0.54, 0.39, 0.35, 0.38, 0.48, 0.42, 0.36, 1.67

***

4.
Here is C9H13LiN4O3 as an isolated structure from the Open Molecules 2025 dataset. Energies are from wB97M-V/def2-TZVPD.

CARTESIAN COORDINATES (ANGSTROEM)
Li  -0.5182  -1.2887  0.0603
C  -2.4454  1.1369  -1.3893
C  -2.8502  0.0309  -0.4550
N  -3.9289  0.2345  0.3169
O  -2.2390  -1.0277  -0.4420
H  -3.1904  1.9228  -1.4718
H  -2.2204  0.7223  -2.3703
H  -1.5184  1.5446  -0.9869
H  -4.2411  1.1752  0.4853
H  -4.0556  -0.4178  1.0761
N  2.9069  -2.8662  -0.7974
C  2.7022  -2.1966  -1.9646
C  1.3576  -1.9987  -2.0477
N  0.7476  -2.5248  -0.9513
C  1.7041  -3.0333  -0.2199
H  3.8001  -3.1081  -0.4050
H  3.5024  -1.9276  -2.6209
H  0.7938  -1.5110  -2.8172
H  1.5477  -3.5190  0.7219
O  -1.6865  0.9179  1.9129
C  -0.5128  1.1171  1.6387
C  0.2634  2.3799  2.0369
C  1.6142  2.1771  1.3723
C  1.4923  0.7765  0.7453
O  2.3889  0.2052  0.1506
N  0.2572  0.2718  0.9369
H  0.3231  2.4334  3.1251
H  -0.2723  3.2679  1.6986
H  2.4507  2.1960  2.0704
H  1.8269  2.9095  0.5912

Calculated values
* highest occupied orbital energy: -8.50 eV
* spin multiplicity: 1
* electronic energy: -803.184250 Ha
* largest force on an atom: 0.9 eV/A

For each atom in turn, the Mulliken charge in e is: 1.08, -0.91, 0.84, -0.43, -0.89, 0.36, 0.27, 0.17, 0.22, 0.25, 0.02, -0.42, -0.24, -0.57, -0.25, 0.18, 0.39, 0.42, 0.41, -0.66, 0.20, -0.35, -0.53, 0.22, -0.62, -0.21, 0.28, 0.23, 0.29, 0.23

***

5.
Here is an isolated molecule of C9H13N at a distorted geometry from the Open Molecules 2025 dataset. Energies are from wB97M-V/def2-TZVPD.

CARTESIAN COORDINATES (ANGSTROEM)
H  2.5268  1.6000  -1.5088
N  1.4877  1.5947  -1.3715
C  0.9341  0.4870  -1.1491
C  1.4087  -0.8996  -1.4976
C  0.7760  -1.9948  -0.6221
C  -0.3452  0.6180  -0.1850
C  -1.5292  0.4510  -0.6477
C  -2.6652  0.2212  -1.2048
C  -0.0821  1.2090  1.1512
C  -1.0212  0.9126  2.2492
C  0.2338  0.2088  2.2443
H  1.0232  -0.9255  -2.5155
H  2.4633  -0.7932  -1.6530
H  1.0700  -1.7770  0.5194
H  -0.2659  -1.9034  -0.8696
H  1.2784  -2.8895  -0.9807
H  -3.0112  -0.8729  -1.1380
H  -3.1528  0.9276  -1.8026
H  0.4044  2.0833  1.1522
H  -2.0024  0.4061  2.0430
H  -1.0162  1.8037  2.9891
H  1.2081  0.3187  2.8513
H  0.2772  -0.7859  1.9461

Calculated values
* highest occupied orbital energy: -9.00 eV
* SMILES: [H]/N=C(\CC)C(=C=C)C1CC1
* spin multiplicity: 1
* electronic energy: -405.318628 Ha
* largest force on an atom: 4.1 eV/A

For each atom in turn, the Mulliken charge in e is: 0.24, -0.74, 0.57, -0.58, -0.76, 0.26, -0.08, -0.95, -0.43, -0.45, -0.47, 0.25, 0.44, 0.03, 0.28, 0.40, 0.21, 0.31, 0.63, 0.25, 0.21, 0.19, 0.19

***

6.
Here is an isolated ion of composition C9H13N2 and charge +1 at a distorted geometry from the Open Molecules 2025 dataset. Energies are from wB97M-V/def2-TZVPD.

CARTESIAN COORDINATES (ANGSTROEM)
C  -0.8834  -0.3003  2.0754
C  -0.2999  0.2899  0.8128
C  0.6208  1.4801  1.1249
C  1.6528  1.7899  0.3785
C  1.9505  1.0507  -0.8300
C  1.4483  -0.0944  -1.0198
C  0.6007  -0.7953  0.0157
C  -0.2698  -1.7845  -0.6640
N  -1.3377  -1.2175  -1.4409
C  -1.6808  0.0451  -1.2763
N  -1.2930  0.7704  -0.2090
H  -1.3203  -1.2841  1.9090
H  -1.6460  0.3367  2.4389
H  -0.1834  -0.3967  2.8829
H  0.3877  1.9837  2.0296
H  2.2385  2.5971  0.5765
H  2.5680  1.5792  -1.6440
H  1.8781  -0.4827  -1.9965
H  1.2916  -1.1531  0.6790
H  0.2928  -2.4000  -1.3859
H  -0.6522  -2.5890  -0.0069
H  -1.6038  -1.7539  -2.2500
H  -2.4707  0.5766  -1.9426
H  -1.2888  1.7519  -0.2574

Calculated values
* highest occupied orbital energy: -12.78 eV
* SMILES: C[C@@]12C=CC=C[C@@H]1C[NH+]=CN2
* total charge: +1
* spin multiplicity: 1
* electronic energy: -459.968512 Ha
* largest force on an atom: 5.6 eV/A

For each atom in turn, the Mulliken charge in e is: -1.65, 1.40, -1.25, -0.34, -0.34, -0.72, -0.12, -1.09, -0.04, -0.09, -0.07, 0.37, 0.44, 0.39, 0.45, 0.57, 0.33, 0.22, 0.73, 0.49, 0.35, 0.28, 0.36, 0.32

***

7.
Here is a 2-piece molecular cluster, C9H13N2OP overall at a distorted geometry from the Open Molecules 2025 dataset. Energies are from wB97M-V/def2-TZVPD.

CARTESIAN COORDINATES (ANGSTROEM)
C  0.4438  -0.6595  -0.4950
C  0.0252  0.2849  -1.3701
C  1.5579  0.9931  0.9043
C  0.5947  -3.1598  -0.0895
C  -0.0328  -2.0018  -0.5062
C  -2.6835  -0.2508  0.3027
C  1.6316  -0.4138  0.2945
C  0.7181  1.5279  -1.3170
C  -1.7909  0.8320  2.4494
N  -2.2213  0.3378  1.1811
N  0.9482  1.8591  0.1023
O  1.7383  1.2559  2.0648
P  -1.5513  0.2800  -2.2783
H  0.2694  -4.1219  -0.3485
H  1.5315  -3.1616  0.3645
H  -0.9841  -2.1666  -0.8827
H  1.8111  -1.1841  1.0833
H  2.5663  -0.3459  -0.1703
H  1.7592  1.5377  -1.7956
H  -0.0301  2.2884  -1.7831
H  -1.7523  -0.0022  3.1843
H  -2.2951  1.6848  2.8541
H  -0.7331  1.0025  2.2071
H  0.8022  2.8295  0.3870
H  -1.2225  -0.5697  -3.2999
H  -1.1003  1.3239  -3.0431

Calculated values
* <S²>: 2.01
* highest occupied orbital energy (spin up / spin down): -5.57 / -9.24 eV
* spin multiplicity: 3
* electronic energy: -876.602560 Ha
* largest force on an atom: 7.8 eV/A

For each atom in turn, the Mulliken charge in e is: 0.82, 0.11, 0.10, -1.34, -0.17, -0.30, -0.94, -0.70, -0.41, 0.10, -0.01, -0.66, 0.00, 0.32, 0.33, 0.36, 0.24, 0.47, 0.13, 0.49, 0.28, 0.31, 0.09, 0.30, 0.04, 0.03

***

8.
Here is a 2-piece molecular cluster, C9H13N3O2 overall at a distorted geometry from the Open Molecules 2025 dataset. Energies are from wB97M-V/def2-TZVPD.

CARTESIAN COORDINATES (ANGSTROEM)
C  -3.6047  -1.3193  1.4768
C  -2.5837  -0.4517  1.3903
C  -1.1948  -0.8111  0.9540
C  -0.0397  -0.1314  1.1814
N  1.2134  -0.4867  0.7065
C  1.7089  -1.2893  -0.3529
C  3.1645  -1.1647  -0.5951
O  1.0135  -1.9599  -1.0682
C  0.1240  1.2769  1.7265
N  -0.8768  2.1935  1.6516
O  1.1845  1.6715  2.2430
H  -4.5925  -0.9603  1.5671
H  -3.3594  -2.3414  1.1857
H  -2.7364  0.6354  1.3441
H  -1.1036  -1.7365  0.5097
H  1.8727  0.0954  1.2269
H  3.8391  -1.0679  0.3136
H  3.5330  -2.1075  -1.1279
H  3.3776  -0.1404  -1.0995
H  -1.8878  1.9744  1.3280
H  -0.6575  3.1168  2.0926
C  0.3614  0.5106  -3.1354
C  0.1050  1.5372  -2.1603
N  -0.2192  2.2152  -1.3341
H  -0.4302  0.4633  -3.7951
H  0.4647  -0.4353  -2.5423
H  1.3239  0.7132  -3.6871

Calculated values
* highest occupied orbital energy: -8.52 eV
* SMILES: C=C/C=C(/NC(C)=O)C(N)=O.CC#N
* spin multiplicity: 1
* electronic energy: -665.442082 Ha
* largest force on an atom: 4.4 eV/A

For each atom in turn, the Mulliken charge in e is: -0.95, -0.08, -0.19, 0.20, -0.12, 0.68, -1.14, -0.62, 0.61, -0.26, -0.74, 0.33, 0.26, -0.10, 0.45, 0.24, 0.35, 0.32, 0.24, 0.22, 0.25, -0.62, 0.37, -0.36, 0.35, 0.07, 0.24

***

Q: What is the spin multiplicity in the fourth record?
A: 1

***

Q: What is the formula in the third record?
A: C9H13F6NO4PbS